{
  "formula": "C31H53As2CrN5O10P2",
  "method": "ωB97M-V/def2-TZVPD",
  "species": ["H", "C", "H", "C", "H", "N", "C", "C", "H", "H", "H", "H", "C", "H", "H", "C", "C", "O", "Cr", "H", "O", "As", "H", "P", "H", "C", "H", "H", "H", "C", "H", "H", "C", "C", "C", "N", "C", "C", "H", "H", "H", "As", "C", "P", "H", "O", "C", "H", "N", "H", "H", "H", "O", "N", "H", "O", "C", "H", "H", "C", "H", "H", "C", "C", "H", "N", "H", "H", "C", "C", "H", "H", "H", "H", "H", "C", "H", "O", "C", "O", "H", "H", "H", "O", "C", "H", "C", "C", "C", "H", "H", "H", "C", "C", "H", "C", "H", "O", "H", "H", "H", "H", "O", "H"],
  "xyz": [[2.293794, 2.137005, 2.925171], [2.723294, 1.749105, -0.124829], [-6.282906, 3.760005, -0.043729], [5.805994, -2.563295, 0.605971], [0.960394, -2.868295, 0.367971], [0.639394, -2.250395, -0.378029], [-6.133306, 2.682805, -0.015329], [-3.318406, -0.102595, -0.236729], [1.078194, 1.198105, 3.847871], [0.151894, -0.967095, -4.317129], [2.263594, -4.233595, -1.260029], [0.692394, 1.853705, 2.239671], [1.885394, -2.182095, -4.040529], [5.496694, -3.339295, -0.096529], [-3.498306, 4.555805, -3.338329], [0.438394, -3.099295, -1.577029], [-2.046606, 2.009805, 0.487171], [3.474594, 1.776005, 0.845071], [1.695494, -0.360595, -0.353829], [-1.809906, 2.241705, 4.757471], [-6.315006, 0.035305, 1.636971], [-1.564106, 0.709905, -0.839329], [-7.051306, 2.230705, 0.354671], [2.121394, -0.100695, 2.074471], [6.880694, -0.385295, -0.669729], [5.929294, 0.096905, -0.451929], [-5.060806, 5.258505, -2.807029], [-5.935606, 2.328105, -1.023829], [1.493594, -2.872095, -4.788029], [-4.035906, 5.040505, -2.518029], [5.696794, -2.966995, 1.610371], [1.359294, -4.639195, -2.700729], [-0.238906, -2.328795, -2.711129], [2.641594, -2.992995, -2.994229], [-2.984906, 3.691705, -0.911529], [1.142894, -0.319795, -2.567629], [1.270294, -1.422295, 3.035971], [-4.305306, 0.399105, 0.514871], [-0.657206, -3.048995, -3.414629], [-7.960406, -0.168995, 2.806271], [-3.255906, 1.789905, -2.491629], [-4.699806, 2.236505, 1.257771], [-2.261206, 1.356705, -2.577629], [4.755294, -1.018195, 0.447671], [-0.311506, -1.975395, -0.081829], [-1.114606, 0.306205, 1.799271], [-7.326006, -0.804895, 2.194771], [1.386094, -1.262695, 4.106071], [3.516094, -2.093595, -2.191729], [4.118194, -1.525795, -2.796929], [5.459694, 0.424105, -1.377329], [1.222194, 2.936105, -2.062329], [-3.880506, -2.149095, -1.477529], [0.730094, 2.512005, -1.269029], [0.213994, -1.426095, 2.780371], [-2.293506, 1.947205, 2.807571], [6.169594, -0.300195, 2.760371], [-0.074906, 3.120105, -1.082029], [7.254094, 0.245205, 4.515371], [-2.091106, 1.410205, 4.111571], [-5.851806, -1.533095, -1.361429], [3.017094, 0.445105, 4.825871], [6.278794, 0.114805, 4.074071], [-5.015906, -1.536895, -2.061729], [0.344294, 0.298405, -2.395129], [1.567494, 2.533205, -0.115029], [-1.316706, 0.643205, 4.085471], [1.670494, 3.421005, 0.365571], [1.472794, 1.425705, 2.859571], [4.918894, -0.430995, 2.166771], [-1.593006, 2.098805, -3.013629], [-0.260506, -3.893795, -1.288229], [3.305994, -3.690395, -3.517329], [2.938094, -1.416995, -1.573829], [2.565794, -1.505895, -4.561129], [3.767394, -0.131595, 2.887071], [1.830594, 0.273305, -3.036229], [-4.123206, 4.163005, -1.399029], [1.706794, -3.802395, -2.092929], [2.910094, 1.025605, -1.159329], [-7.911206, -1.260095, 1.393571], [6.088794, 0.984905, 0.154571], [-3.515906, 5.961405, -2.245929], [-1.885406, 3.978605, -1.357329], [-5.293806, -0.575695, 1.041171], [-6.869706, -1.590495, 2.798671], [-3.161506, -1.550495, -0.544929], [-1.800806, 1.318705, 1.756471], [-3.106306, 2.825705, 0.266571], [6.859194, -2.357195, 0.428571], [-3.028406, 0.974205, 4.462571], [1.712994, -2.385295, 2.788371], [5.133894, 0.349305, 4.818871], [0.703894, -1.395595, -3.467229], [-5.270606, -2.149595, -2.924729], [3.889394, 0.235805, 4.225871], [-1.067706, -1.746395, -2.295829], [-2.176006, -2.124495, -0.110329], [-4.794706, -0.514395, -2.380529], [5.213094, 0.651905, 5.852371], [7.057794, -0.506395, 2.182371], [4.121194, -2.620495, -1.547429], [-5.160806, -1.773195, 0.966771], [-2.323606, 0.498805, -3.254929]],
  "forces_ev_per_a": [[-0.07, -0.06, 0.06], [0.70, 1.99, 0.55], [0.12, 0.00, 0.07], [-0.28, 0.18, -0.13], [0.00, 0.13, 0.04], [0.20, 0.10, 0.51], [-0.07, 0.04, -0.12], [-0.17, 0.02, 0.08], [-0.02, 0.01, 0.01], [0.14, -0.05, 0.15], [0.08, -0.13, 0.07], [0.00, 0.03, 0.10], [-0.17, 0.28, 0.25], [0.04, -0.14, -0.06], [-0.10, 0.08, 0.12], [-0.24, -0.27, -0.51], [-0.57, 0.96, -0.22], [0.23, 0.55, 0.08], [-0.82, -0.66, -0.97], [-0.01, -0.12, -0.08], [0.20, 0.22, -0.16], [-0.22, 0.04, -0.68], [0.09, -0.09, 0.10], [-0.33, -0.14, 1.66], [-0.01, -0.01, 0.05], [-0.35, -0.07, -0.13], [0.07, -0.03, 0.03], [0.03, 0.00, 0.02], [0.05, -0.03, -0.02], [0.19, 0.35, -0.50], [-0.07, -0.08, -0.01], [0.06, -0.06, 0.03], [0.04, 0.28, 0.13], [-0.42, -0.43, -0.46], [0.46, 0.52, -0.76], [0.19, 0.17, 0.04], [0.05, 0.14, -0.34], [0.02, 0.06, -0.13], [-0.08, -0.01, 0.00], [0.09, 0.02, -0.06], [-0.02, -0.02, -0.01], [-0.13, 0.16, -0.12], [0.02, 0.05, 0.07], [0.94, -0.13, 0.49], [0.06, -0.07, 0.04], [-0.43, 0.36, 0.27], [-0.36, -0.45, 0.21], [0.03, 0.02, 0.04], [-0.36, 0.65, 0.68], [-0.06, 0.04, 0.19], [0.07, 0.10, -0.10], [-0.04, -0.04, 0.24], [0.43, -0.30, 0.05], [0.20, 0.53, -0.24], [-0.12, -0.04, 0.02], [0.07, 0.29, -0.26], [-0.11, 0.03, -0.02], [0.15, -0.17, 0.06], [0.10, -0.02, 0.08], [0.12, -0.32, 0.45], [0.07, -0.05, -0.09], [-0.13, 0.05, 0.02], [0.09, -0.10, -0.04], [-0.53, 0.33, -0.21], [0.32, -0.01, 0.01], [-0.13, -0.02, -0.21], [-0.07, 0.11, 0.07], [-0.01, -0.17, -0.01], [-0.08, 0.10, -0.22], [-0.26, -0.08, -0.17], [0.02, -0.04, 0.06], [0.13, 0.11, 0.01], [0.03, 0.16, 0.20], [1.37, -1.13, -1.19], [0.10, 0.01, -0.13], [0.16, -0.17, -0.36], [-0.09, 0.01, 0.25], [0.05, -0.38, 0.47], [-0.11, 0.20, 0.18], [-0.47, -0.90, -0.68], [0.07, 0.03, 0.08], [0.01, 0.04, -0.02], [-0.04, -0.13, 0.01], [-0.49, 0.16, -0.05], [-0.15, -0.52, 0.03], [-0.06, 0.09, -0.06], [0.47, -0.46, 0.00], [0.56, -0.69, 0.71], [0.50, -0.38, 0.53], [0.04, 0.02, 0.03], [0.06, 0.06, -0.08], [0.03, -0.14, 0.01], [-0.02, 0.09, -0.08], [-0.33, -0.46, -0.23], [0.03, 0.09, 0.08], [-0.08, -0.08, 0.04], [0.03, -0.21, -0.13], [-0.43, -0.10, 0.01], [-0.03, -0.10, -0.01], [-0.02, 0.00, 0.07], [0.16, -0.02, -0.02], [-0.18, 0.20, -0.09], [-0.20, 0.03, 0.13], [0.02, -0.03, 0.14]],
  "lowdin_charge": [0.062, -0.828, 0.032, -0.249, 0.107, 0.012, -0.277, -0.209, 0.051, 0.156, 0.130, 0.019, -0.081, 0.015, 0.101, -0.317, -0.316, -0.023, 0.541, 0.109, -0.107, 1.361, 0.026, 0.907, 0.044, -0.235, 0.105, 0.031, 0.143, -0.010, 0.050, 0.143, -0.094, -0.268, -0.542, 0.010, -0.233, -0.222, 0.144, 0.104, 0.033, 1.377, -0.237, 0.927, 0.053, -0.003, -0.006, 0.052, 0.186, 0.174, 0.019, 0.114, 0.009, 0.013, 0.027, -0.078, -0.078, 0.049, 0.116, -0.001, 0.097, 0.104, -0.048, -0.020, 0.007, 0.016, 0.082, 0.162, -0.218, -0.402, 0.033, 0.157, 0.164, 0.062, 0.131, -0.362, 0.108, -0.060, -0.069, -0.165, 0.107, 0.054, 0.109, 0.060, -0.524, 0.104, -0.547, -0.599, -0.259, 0.042, 0.106, 0.042, -0.047, -0.331, 0.109, -0.077, 0.083, 0.049, 0.091, 0.116, 0.111, 0.108, 0.139, 0.034],
  "total_charge": 2,
  "homo_energy_ev": [-12.84, -12.99],
  "relative_energy_kcal_mol": 52.8,
  "e_tot_ev": -229594.7485,
  "spin_multiplicity": 5
}